Record 1
Entry from the OMol25 dataset: a structure of composition C16H11NO4SSn in a non-equilibrium geometry (ωB97M-V with the def2-TZVPD basis set).

Properties
- Electronic energy: -43096.5493 eV
- HOMO-LUMO gap: 6.91 eV

Structure (ORCA input):
```
! wB97M-V def2-TZVPD RIJCOSX def2/J DEFGRID3
* xyz 2 1
Sn 1.87 0.28 -2.76
O 5.29 0.60 0.62
C 4.77 0.60 -0.39
C 1.15 -1.50 -3.82
O 0.86 -2.62 -3.95
C 0.84 2.25 -3.09
O 0.49 3.35 -3.14
C 4.28 0.65 -4.63
O 5.06 0.82 -5.46
N 0.84 -0.31 -0.97
S 0.16 0.84 0.05
C -1.58 0.53 -0.24
C -2.60 1.12 0.53
C -3.95 0.84 0.25
C -4.26 -0.01 -0.82
C -3.25 -0.59 -1.61
C -1.93 -0.29 -1.31
C 0.40 0.12 1.68
C 1.54 0.50 2.42
C 1.83 -0.09 3.65
C 0.94 -1.06 4.16
C -0.18 -1.47 3.43
C -0.44 -0.87 2.19
H 1.06 -1.18 -0.47
H -2.32 1.78 1.35
H -4.74 1.29 0.87
H -5.30 -0.23 -1.04
H -3.49 -1.27 -2.44
H -1.13 -0.73 -1.90
H 2.14 1.33 2.04
H 2.71 0.21 4.22
H 1.17 -1.54 5.11
H -0.86 -2.24 3.82
H -1.37 -1.10 1.66
*
```

=====

Record 2
Entry from the OMol25 dataset: a structure of composition C16H12BBr2F4N6O6Tl in a non-equilibrium geometry (ωB97M-V with the def2-TZVPD basis set).

Properties
- Energy above the lowest of the compared OMol25 structures with the same formula, charge and spin: 23.2 kcal/mol
- Electronic energy: -194347.0044 eV
- HOMO-LUMO gap: 6.15 eV

Structure (ORCA input):
```
! wB97M-V def2-TZVPD RIJCOSX def2/J DEFGRID3
* xyz -2 1
Tl 9.36 6.41 9.61
N 9.04 8.85 8.39
N 9.30 8.69 7.09
C 9.18 7.35 6.38
O 9.26 7.49 5.16
O 9.04 6.33 7.08
H 8.05 8.72 8.74
H 9.63 9.42 9.02
H 9.00 9.54 6.51
Br 16.25 7.03 13.90
C 14.73 6.97 12.84
C 13.50 6.59 13.40
C 12.33 6.92 12.69
N 12.37 7.32 11.43
C 13.55 7.45 10.81
C 14.74 7.34 11.51
C 13.59 7.93 9.40
C 14.73 7.70 8.62
C 14.80 8.24 7.38
Br 16.36 8.20 6.35
C 13.71 8.92 6.86
C 12.57 8.99 7.63
N 12.56 8.55 8.86
H 13.30 6.17 14.40
H 11.33 6.87 13.17
H 15.63 7.79 11.08
H 15.61 7.25 9.09
H 13.81 9.43 5.89
H 11.60 9.39 7.23
O 4.97 10.45 12.75
C 6.11 10.70 13.32
O 6.26 11.58 14.22
C 7.37 10.06 12.79
C 8.68 10.32 13.16
N 9.50 9.71 12.26
N 8.80 8.95 11.41
C 7.49 9.07 11.76
C 6.50 8.32 10.91
O 5.30 8.34 11.33
O 6.93 7.57 9.99
H 4.96 9.63 12.15
H 9.06 10.92 13.99
H 10.52 9.72 12.23
F 9.47 4.28 11.83
B 9.16 5.12 12.93
F 8.15 4.60 13.70
F 8.87 6.39 12.48
F 10.33 5.15 13.77
*
```

=====

Record 3
Entry from the OMol25 dataset: a structure of composition C16H12Cl2F3N3O6SV (ωB97M-V with the def2-TZVPD basis set).

Properties
- Energy above the lowest of the compared OMol25 structures with the same formula, charge and spin: 0.0 kcal/mol
- Electronic energy: -103265.4909 eV
- HOMO-LUMO gap (spin up / spin down): 6.13 / 7.41 eV

Structure (ORCA input):
```
! wB97M-V def2-TZVPD RIJCOSX def2/J DEFGRID3
* xyz 0 4
V -0.86 0.33 -0.93
O 0.70 -2.36 5.91
C 1.71 -1.68 5.34
O 2.78 -1.65 5.87
C 1.43 -1.04 4.01
C 2.53 -0.73 3.22
C 2.35 -0.14 1.98
C 1.07 0.15 1.54
C -0.04 -0.15 2.32
C 0.15 -0.74 3.56
N 0.83 0.73 0.26
C 1.60 1.64 -0.19
C 1.29 2.23 -1.50
C 2.10 3.16 -2.11
C 1.71 3.66 -3.35
C 0.53 3.21 -3.91
C -0.22 2.26 -3.24
N 0.15 1.77 -2.06
H -0.07 -2.42 5.33
H 3.52 -0.97 3.58
H 3.20 0.05 1.34
H -1.03 0.11 1.96
H -0.72 -0.93 4.17
H 2.43 2.04 0.39
H 3.01 3.49 -1.63
H 2.32 4.40 -3.86
H 0.19 3.59 -4.87
H -1.15 1.88 -3.64
Cl 1.86 -2.85 -0.25
C 0.52 -2.92 -1.39
Cl 0.42 -1.44 -2.39
H -0.41 -3.00 -0.84
H 0.67 -3.74 -2.08
O -3.63 3.05 0.98
C -2.80 2.33 0.55
N -1.94 1.61 0.15
F -2.30 -2.99 -2.84
C -3.44 -2.59 -2.25
F -4.34 -2.38 -3.19
F -3.85 -3.58 -1.46
S -3.16 -1.06 -1.26
O -4.43 -0.76 -0.70
O -2.59 -0.11 -2.23
O -2.08 -1.44 -0.32
*
```

=====

Record 4
Entry from the OMol25 dataset: an isolated molecule of C16H12Cl2N2O2 (ωB97M-V with the def2-TZVPD basis set).

Properties
- Electronic energy: -48907.7958 eV
- HOMO-LUMO gap: 8.89 eV
- SMILES: NC(=O)c1ccccc1NC(=O)/C=C/c1c(Cl)cccc1Cl

Structure (ORCA input):
```
! wB97M-V def2-TZVPD RIJCOSX def2/J DEFGRID3
* xyz 0 1
N 2.43 -2.90 -2.50
C 1.16 -2.46 -2.65
O 0.26 -3.22 -2.97
C 0.95 -1.01 -2.41
C 1.96 -0.08 -2.70
C 1.76 1.27 -2.51
C 0.54 1.72 -2.03
C -0.47 0.83 -1.76
C -0.28 -0.55 -1.93
N -1.31 -1.45 -1.68
C -2.30 -1.39 -0.74
O -3.25 -2.14 -0.77
C -2.11 -0.41 0.37
C -0.99 -0.37 1.09
C -0.73 0.50 2.23
C -1.64 0.72 3.27
Cl -3.16 -0.10 3.29
C -1.33 1.56 4.33
C -0.11 2.20 4.38
C 0.82 1.99 3.37
C 0.51 1.15 2.32
Cl 1.67 0.93 1.06
H 3.17 -2.32 -2.14
H 2.61 -3.88 -2.64
H 2.89 -0.43 -3.12
H 2.55 1.97 -2.74
H 0.37 2.78 -1.89
H -1.43 1.18 -1.42
H -1.27 -2.30 -2.24
H -2.98 0.18 0.62
H -0.15 -1.00 0.79
H -2.06 1.70 5.12
H 0.13 2.85 5.20
H 1.78 2.48 3.40
*
```

=====

Record 5
Entry from the OMol25 dataset: an isolated molecule of C16H12F2N4O4S in a non-equilibrium geometry (ωB97M-V with the def2-TZVPD basis set).

Properties
- Energy above the lowest of the compared OMol25 structures with the same formula, charge and spin: 0.0 kcal/mol
- Electronic energy: -47207.0419 eV
- HOMO-LUMO gap: 9.14 eV
- SMILES: O=C(CSc1nnc(CNC(=O)c2ccco2)o1)Nc1ccc(F)cc1F

Structure (ORCA input):
```
! wB97M-V def2-TZVPD RIJCOSX def2/J DEFGRID3
* xyz 0 1
O -0.17 -3.17 -1.69
C -0.76 -2.26 -1.17
C -2.24 -1.99 -1.41
S -3.26 -2.13 0.12
C -3.30 -0.49 0.64
N -3.98 0.04 1.61
N -3.68 1.35 1.63
C -2.84 1.58 0.68
C -2.21 2.85 0.24
N -0.80 2.71 0.00
C -0.34 2.03 -1.08
O -1.06 1.59 -1.95
C 1.12 1.86 -1.12
C 1.89 1.14 -2.01
C 3.23 1.30 -1.59
C 3.18 2.10 -0.48
O 1.92 2.44 -0.19
O -2.54 0.44 0.01
N -0.20 -1.36 -0.31
C 1.11 -1.30 0.15
C 2.14 -2.12 -0.30
C 3.42 -1.98 0.20
C 3.68 -1.03 1.18
F 4.92 -0.89 1.66
C 2.68 -0.21 1.67
C 1.41 -0.36 1.14
F 0.42 0.44 1.59
H -2.62 -2.75 -2.08
H -2.38 -1.00 -1.84
H -2.40 3.62 0.98
H -2.68 3.13 -0.72
H -0.16 2.91 0.76
H 1.52 0.58 -2.84
H 4.10 0.88 -2.04
H 3.95 2.48 0.15
H -0.79 -0.61 0.02
H 1.93 -2.85 -1.06
H 4.22 -2.61 -0.15
H 2.88 0.52 2.43
*
```

=====

Record 6
Entry from the OMol25 dataset: a cluster of 3 separate species, C16H12F7NO6S in total (ωB97M-V with the def2-TZVPD basis set).

Properties
- Electronic energy: -60416.9203 eV
- HOMO-LUMO gap: 8.74 eV
- SMILES: C[C@H](F)N(C(F)(F)C(F)(F)F)S(=O)(=O)F.O=C1C=CC(=O)C=C1.O=C1C=CC(=O)C=C1

Structure (ORCA input):
```
! wB97M-V def2-TZVPD RIJCOSX def2/J DEFGRID3
* xyz 0 1
C 1.70 1.40 2.34
C 0.64 1.16 1.28
F 1.19 1.28 0.02
N -0.55 2.06 1.31
C -1.61 1.58 2.14
F -1.78 0.27 1.87
F -1.34 1.68 3.46
C -3.01 2.24 1.91
F -3.26 2.34 0.60
F -3.06 3.45 2.46
F -3.94 1.47 2.47
S -0.32 3.73 1.34
O -0.09 4.19 2.66
O -1.26 4.33 0.48
F 1.05 3.75 0.62
H 1.46 0.80 3.22
H 2.65 1.04 1.94
H 1.80 2.44 2.63
H 0.26 0.16 1.34
O -0.73 -0.77 -1.31
C -1.79 -1.21 -1.70
C -3.08 -0.72 -1.16
C -4.24 -1.19 -1.59
C -4.30 -2.24 -2.64
O -5.36 -2.68 -3.04
C -3.01 -2.74 -3.18
C -1.84 -2.26 -2.75
H -3.00 0.05 -0.40
H -5.19 -0.84 -1.21
H -3.08 -3.51 -3.94
H -0.89 -2.61 -3.13
O 1.61 -1.59 0.76
C 2.63 -1.58 0.11
C 3.97 -1.63 0.75
C 5.08 -1.61 0.03
C 5.03 -1.53 -1.46
O 6.05 -1.51 -2.11
C 3.69 -1.48 -2.10
C 2.58 -1.50 -1.37
H 3.97 -1.70 1.84
H 6.07 -1.65 0.47
H 3.69 -1.41 -3.18
H 1.59 -1.44 -1.81
*
```

=====

Record 7
Entry from the OMol25 dataset: a structure of composition C16H12N5PmSe (ωB97M-V with the def2-TZVPD basis set).

Properties
- Electronic energy: -106123.9495 eV
- HOMO-LUMO gap (spin up / spin down): 6.69 / 6.92 eV

Structure (ORCA input):
```
! wB97M-V def2-TZVPD RIJCOSX def2/J DEFGRID3
* xyz 2 5
Pm 0.74 -0.71 0.34
N -0.96 1.05 -0.40
C -2.08 0.45 -1.12
C -3.03 1.24 -1.72
C -4.12 0.67 -2.39
C -4.26 -0.69 -2.45
C -3.29 -1.54 -1.87
C -3.36 -2.95 -1.92
C -2.37 -3.71 -1.34
C -1.29 -3.07 -0.72
N -1.19 -1.74 -0.64
C -2.18 -0.97 -1.19
H -0.62 1.83 -0.98
H -1.36 1.51 0.44
H -2.95 2.32 -1.68
H -4.85 1.31 -2.85
H -5.11 -1.13 -2.95
H -4.20 -3.43 -2.41
H -2.41 -4.79 -1.36
H -0.49 -3.65 -0.27
Se 3.70 -4.55 1.79
C 2.67 -3.31 1.30
N 1.92 -2.43 0.95
N 5.69 4.55 3.25
C 4.94 3.81 2.82
C 3.99 2.90 2.28
C 4.10 1.52 2.50
C 3.16 0.68 1.95
N 2.12 1.12 1.20
C 2.02 2.45 1.00
C 2.92 3.36 1.51
H 4.92 1.12 3.08
H 3.23 -0.41 2.11
H 1.18 2.80 0.40
H 2.80 4.42 1.32
*
```

=====

Record 8
Entry from the OMol25 dataset: a cluster of 2 separate species, C16H13BFN2O10 in total in a non-equilibrium geometry (ωB97M-V with the def2-TZVPD basis set).

Properties
- Electronic energy: -43657.5938 eV
- HOMO-LUMO gap: 8.03 eV

Structure (ORCA input):
```
! wB97M-V def2-TZVPD RIJCOSX def2/J DEFGRID3
* xyz -1 1
C -1.76 -2.45 -0.90
C -2.08 -1.44 0.26
O -2.48 -2.09 1.48
C -1.96 -1.44 2.63
C -2.62 0.00 2.86
O -1.77 0.79 3.74
C -0.78 1.44 2.99
C 0.56 0.90 3.00
C 1.61 1.66 2.20
C 1.28 2.87 1.48
C -0.12 3.41 1.45
N -0.33 4.58 0.72
C -1.64 4.92 0.78
C -2.70 4.18 1.52
F -4.01 4.64 1.46
N -2.48 3.09 2.25
C -1.15 2.69 2.21
H -1.59 -1.95 -1.89
H -2.60 -3.19 -1.07
H -0.85 -3.07 -0.66
H -2.95 -0.79 -0.06
H -1.21 -0.73 0.37
H -2.27 -2.06 3.52
H -0.83 -1.39 2.67
H -2.74 0.57 1.91
H -3.60 -0.14 3.39
H 0.83 -0.03 3.56
H 2.66 1.29 2.15
H 2.09 3.42 0.92
H -1.96 5.83 0.20
B 2.88 -1.96 -3.47
O 4.35 -1.97 -3.60
C 4.69 -3.08 -4.25
O 5.82 -3.40 -4.52
C 3.46 -3.85 -4.58
O 3.41 -4.90 -5.17
O 2.39 -3.19 -4.13
O 2.47 -1.92 -2.05
C 1.74 -0.82 -1.88
O 1.25 -0.49 -0.83
C 1.64 -0.09 -3.17
O 1.05 0.94 -3.36
O 2.31 -0.76 -4.11
*
```

=====

Record 9
Entry from the OMol25 dataset: an isolated molecule of C16H13BrN3OPS in a non-equilibrium geometry (ωB97M-V with the def2-TZVPD basis set).

Properties
- Electronic energy: -113466.3593 eV
- HOMO-LUMO gap: 6.64 eV
- SMILES: C#CCCCc1cc(-c2cccnc2)c(P(O)Br)c2nsnc12

Structure (ORCA input):
```
! wB97M-V def2-TZVPD RIJCOSX def2/J DEFGRID3
* xyz 0 1
C 5.12 -3.35 0.83
C 4.75 -2.59 -0.32
C 4.34 -1.46 -1.48
C 3.71 -0.14 -0.69
C 2.70 0.76 -1.63
C 1.35 1.04 -0.69
C -0.05 0.19 -1.05
C -1.40 0.40 -0.13
C -2.75 -0.49 -0.49
C -3.35 -1.54 0.60
C -4.64 -2.31 -0.03
C -5.16 -1.93 -1.49
N -4.66 -0.98 -2.52
C -3.45 -0.34 -1.92
C -1.34 1.49 1.13
P -2.94 1.76 2.20
O -2.63 1.16 3.84
Br -3.31 4.03 2.34
C 0.02 2.36 1.52
N 0.22 3.40 2.63
S 1.92 3.88 2.45
N 2.58 2.94 1.09
C 1.39 2.10 0.60
H 5.33 -3.67 1.96
H 5.30 -1.08 -2.08
H 3.56 -1.94 -2.25
H 3.05 -0.59 0.19
H 4.56 0.52 -0.19
H 2.39 0.09 -2.55
H 3.20 1.75 -2.02
H -0.06 -0.55 -1.98
H -2.87 -1.70 1.65
H -5.19 -3.14 0.61
H -6.14 -2.53 -1.85
H -2.92 0.44 -2.66
H -2.63 2.03 4.38
*
```

=====

Record 10
Entry from the OMol25 dataset: a structure of composition C16H13Cl7GaINO5S in a non-equilibrium geometry (ωB97M-V with the def2-TZVPD basis set).

Properties
- Energy above the lowest of the compared OMol25 structures with the same formula, charge and spin: 0.0 kcal/mol
- Electronic energy: -187496.2491 eV
- HOMO-LUMO gap: 8.59 eV

Structure (ORCA input):
```
! wB97M-V def2-TZVPD RIJCOSX def2/J DEFGRID3
* xyz 1 1
Ga 1.08 -0.75 -0.05
Cl -0.19 -6.52 -3.97
C 0.32 -5.04 -3.27
C -0.40 -4.49 -2.21
Cl -1.79 -5.27 -1.58
C 0.02 -3.29 -1.67
Cl -0.80 -2.58 -0.31
C 1.13 -2.60 -2.14
O 1.54 -1.42 -1.65
C 1.86 -3.18 -3.18
Cl 3.27 -2.37 -3.73
C 1.45 -4.39 -3.74
Cl 2.36 -5.08 -5.02
Cl 2.61 -3.93 0.45
C 4.17 -3.13 0.65
Cl 4.07 -1.38 0.31
H 4.87 -3.55 -0.06
H 4.50 -3.24 1.67
C -3.46 4.50 2.21
C -2.27 3.58 2.37
C -1.01 3.94 1.92
C 0.09 3.11 2.10
C -0.09 1.90 2.73
C -1.33 1.49 3.17
C -2.42 2.34 2.99
S 1.93 0.23 2.19
O 1.89 0.87 0.79
O 1.02 1.13 3.13
O 1.05 -1.00 1.84
H -3.16 5.45 1.77
H -3.92 4.71 3.17
H -4.23 4.05 1.57
H -0.86 4.91 1.45
H 1.08 3.43 1.80
H -1.43 0.55 3.70
H -3.39 2.04 3.37
N -2.18 1.80 -0.57
C -1.04 1.27 -0.97
O -0.53 0.36 -0.30
C -0.51 1.76 -2.29
I 1.60 1.84 -2.41
H -2.55 1.53 0.34
H -2.61 2.57 -1.05
H -0.88 2.76 -2.49
H -0.85 1.08 -3.07
*
```

=====

Record 11
Entry from the OMol25 dataset: a structure of composition C16H13Co2N2O6 in a non-equilibrium geometry (ωB97M-V with the def2-TZVPD basis set).

Properties
- Electronic energy: -107310.2647 eV
- HOMO-LUMO gap: 6.21 eV

Structure (ORCA input):
```
! wB97M-V def2-TZVPD RIJCOSX def2/J DEFGRID3
* xyz 1 1
C -5.94 -0.46 0.17
N -4.85 -0.76 -0.74
C -5.26 -1.21 -2.07
C -3.54 -0.59 -0.38
C -2.52 -1.00 -1.28
C -1.21 -0.98 -0.87
N -0.77 -0.47 0.35
C -1.79 0.01 1.20
C -3.14 -0.06 0.88
H -5.68 -0.76 1.20
H -6.18 0.62 0.17
H -6.84 -1.03 -0.15
H -4.45 -1.08 -2.80
H -5.55 -2.28 -2.06
H -6.14 -0.62 -2.40
H -2.71 -1.38 -2.28
H -0.42 -1.16 -1.60
H -1.50 0.54 2.12
H -3.93 0.29 1.57
O 3.39 3.33 3.25
C 3.76 2.65 2.38
Co 4.39 1.57 1.12
C 4.34 2.54 -0.39
O 4.35 3.16 -1.35
C 5.96 2.06 1.78
O 6.97 2.42 2.22
C 2.68 0.19 1.33
C 1.76 -0.42 0.56
C 0.45 0.20 0.25
Co 3.48 -0.67 -0.04
C 3.52 -0.21 -1.78
O 3.68 0.06 -2.89
C 4.04 -2.37 0.01
O 4.53 -3.43 -0.01
C 5.28 -0.15 0.18
O 6.39 -0.45 -0.02
H 2.48 0.32 2.39
H 0.60 0.43 -0.82
H 0.35 1.15 0.81
*
```

=====

Record 12
Entry from the OMol25 dataset: a structure of composition C16H13MgN8OS in a non-equilibrium geometry (ωB97M-V with the def2-TZVPD basis set).

Properties
- Energy above the lowest of the compared OMol25 structures with the same formula, charge and spin: 93.1 kcal/mol
- Electronic energy: -47019.3361 eV
- HOMO-LUMO gap (spin up / spin down): 4.34 / 3.45 eV

Structure (ORCA input):
```
! wB97M-V def2-TZVPD RIJCOSX def2/J DEFGRID3
* xyz 3 1
Mg -1.58 2.07 -0.07
N -3.77 5.59 -0.04
C -2.57 5.14 -0.34
N -2.57 3.82 -0.17
C -3.86 3.54 0.25
N -4.60 4.61 0.34
C -4.30 2.18 0.53
C -5.59 1.86 0.94
N -5.91 0.62 1.26
C -4.99 -0.34 1.14
C -3.72 -0.05 0.67
N -3.37 1.21 0.38
H -4.11 6.55 -0.06
H -1.74 5.74 -0.68
H -6.37 2.61 1.00
H -5.28 -1.34 1.43
H -3.00 -0.83 0.49
S 3.53 -3.18 0.78
C 2.15 -2.13 0.66
C 1.79 -1.33 -0.39
C 0.47 -0.70 -0.28
N -0.34 0.72 0.89
C 0.35 -1.29 2.13
C 1.37 -2.18 1.89
C 4.52 -2.84 -0.65
C 5.77 -2.29 -0.39
C 6.62 -2.11 -1.48
N 6.27 -2.47 -2.69
C 5.09 -3.01 -2.95
C 4.15 -3.22 -1.94
H 2.34 -1.28 -1.32
H -0.26 -1.24 -0.91
H -0.10 -1.11 3.10
H 1.70 -2.84 2.69
H 6.07 -2.02 0.61
H 7.61 -1.68 -1.35
H 4.88 -3.29 -3.98
H 3.21 -3.70 -2.16
O 0.13 0.74 -0.44
N 0.02 -0.52 1.08
*
```

=====

Question: electronic energy of number 5 (C16H12F2N4O4S)?
Answer: -47207.0419 eV

=====

Question: Which value of electronic energy does entry 12 give?
Answer: -47019.3361 eV